<A>
3 unconnected molecules or ions with the total composition C4H16NO2, computed with ωB97M-V with the def2-TZVPD basis set.

Last column: natural (NBO) charge in e.
Cartesian coordinates (Å):
O: 1.41772 -0.15845 2.27605  -0.982
O: -0.39251 -3.37639 3.03749  -0.952
N: -0.11347 -0.44956 -0.02118  -0.686
C: -0.89788 2.47926 -0.19661  -0.615
C: -0.36561 0.28987 -1.37602  -0.011
C: -0.01657 1.74655 -1.19552  -0.434
C: 0.40119 -0.44657 -2.44565  -0.643
H: 1.26327 -0.60860 3.12456  0.502
H: -0.05542 -1.44572 -0.21659  0.430
H: -1.22362 1.82694 0.61227  0.184
H: -0.12437 2.17224 -2.19253  0.244
H: 0.13207 -1.49868 -2.39699  0.215
H: -0.90868 -0.29486 0.58571  0.444
H: -0.35688 -4.10293 2.39993  0.470
H: 0.14151 -0.14562 -3.45673  0.261
H: -0.43739 3.34533 0.27658  0.244
H: -1.81885 2.81109 -0.66880  0.231
H: 1.04527 1.81789 -0.97538  0.214
H: 0.79702 -0.17583 0.33989  0.465
H: 2.17845 0.38798 2.52095  0.490
H: -0.70809 -3.86225 3.82181  0.482
H: -1.43721 0.11446 -1.50680  0.213
H: 1.48002 -0.42615 -2.34641  0.230

LUMO (eV): -2.96
Kohn-Sham gap (Ha): 0.43095
Charge: +1
HOMO level (eV): -14.6899

<B>
3 unconnected molecules or ions with the total composition C4H16NO2, computed with ωB97M-V with the def2-TZVPD basis set.

Last column: natural (NBO) charge in e.
Cartesian coordinates (Å):
O: 3.50141 -1.01004 3.23972  -0.960
O: 0.77808 -1.03778 1.95695  -0.998
N: -0.84312 0.47674 0.28648  -0.684
C: 0.65091 0.86652 -2.45314  -0.607
C: -2.86638 -0.05884 -0.98390  -0.640
C: -1.36871 0.01386 -1.07814  -0.032
C: -0.84852 0.96938 -2.12820  -0.428
H: -1.01603 1.99012 -1.76597  0.205
H: -3.36962 0.88653 -0.79014  0.226
H: -0.79600 -0.31027 0.93714  0.472
H: 0.87320 1.62202 -3.21577  0.243
H: -1.42625 0.95314 -3.03988  0.246
H: 0.94532 -0.11653 -2.79408  0.223
H: 1.26219 1.09870 -1.59094  0.188
H: 1.73531 -1.15707 1.85326  0.517
H: -3.23774 -0.46288 -1.92733  0.256
H: -3.19716 -0.74920 -0.20662  0.230
H: 0.68538 -0.95877 2.92310  0.490
H: -0.96550 -0.99070 -1.18021  0.223
H: 3.23647 -0.50279 4.01604  0.478
H: 4.34780 -0.63008 2.97783  0.487
H: -1.46715 1.18798 0.66913  0.426
H: 0.07656 0.91952 0.29684  0.442

LUMO (eV): -2.99
Kohn-Sham gap (Ha): 0.43853
Charge: +1
HOMO level (eV): -14.9230

Order of stability, best first: <B>, <A>

<A>
C24H28N2O6 in the gas phase, computed with ωB97M-V with the def2-TZVPD basis set.

Last column: natural (NBO) charge in e.
Cartesian coordinates (Å):
O: -4.93193 -1.33712 -1.65250  -0.578
O: -3.75408 1.09286 1.81087  -0.493
O: -4.68952 -1.45438 0.58340  -0.526
O: 1.23914 2.57667 1.99715  -0.581
O: 6.02375 -1.15764 1.12973  -0.522
O: 2.07843 -2.77778 -0.67602  -0.644
N: 3.25315 -1.39930 0.66626  -0.435
N: 0.72504 1.02354 -2.37325  -0.570
C: 0.73670 0.31367 0.28614  -0.316
C: -5.12504 0.84357 2.01667  -0.241
C: -1.09935 -1.38593 -0.20795  -0.261
C: -0.69782 -0.18739 0.36768  0.097
C: 5.30477 -0.10931 0.52775  -0.075
C: 0.73564 1.76306 -0.14395  -0.223
C: 5.46494 -2.41104 0.79985  -0.077
C: 1.98693 -0.89852 -3.18062  -0.659
C: 4.00354 -2.49460 1.24578  -0.256
C: 2.31009 -1.64755 -0.27429  0.674
C: 1.39608 -0.14855 -2.03140  0.233
C: 1.53465 -0.46470 -0.73448  -0.159
C: 0.69897 4.22819 0.35090  -0.500
C: -6.70981 -2.23471 -0.29636  -0.715
C: 0.38995 3.42244 -1.98438  -0.446
C: 0.60181 2.03500 -1.46701  0.297
C: -5.35642 -1.62956 -0.56850  0.797
C: -3.36492 -0.98902 0.52389  0.242
C: -1.63573 0.58121 1.03258  -0.267
C: 3.82991 -0.10681 0.95816  -0.248
C: -0.20024 4.28810 -0.87571  -0.385
C: -2.42068 -1.77210 -0.12524  -0.225
C: -2.97756 0.21086 1.12578  0.261
C: 0.90522 2.80554 0.84672  0.565
H: 3.76578 0.08264 2.03535  0.207
H: -1.34996 1.50560 1.50962  0.227
H: -2.74554 -2.69817 -0.57471  0.223
H: -0.39022 -2.02266 -0.71121  0.237
H: 1.68700 4.63490 0.11206  0.221
H: -5.29238 -0.11264 2.51820  0.184
H: -1.19179 3.91072 -0.61754  0.212
H: 5.79374 0.81552 0.83756  0.198
H: 3.30028 0.67956 0.42262  0.230
H: 3.94788 -2.41802 2.33696  0.197
H: -5.68601 0.86899 1.07749  0.171
H: 0.29306 4.82188 1.17110  0.237
H: 5.35844 -0.20137 -0.56966  0.158
H: -5.46939 1.65446 2.65851  0.193
H: -7.35351 -2.09080 -1.15865  0.237
H: -0.30474 5.31931 -1.21715  0.215
H: 5.52471 -2.57306 -0.28747  0.166
H: 2.80440 -0.33679 -3.63512  0.217
H: 1.17300 0.23821 1.28683  0.260
H: 1.34747 3.84294 -2.31277  0.220
H: 2.35710 -1.86167 -2.84512  0.261
H: -7.15040 -1.78940 0.59128  0.232
H: 3.55004 -3.42891 0.91296  0.250
H: -0.27570 3.39470 -2.85076  0.220
H: 6.07094 -3.15983 1.31134  0.198
H: -6.58408 -3.30117 -0.11894  0.242
H: 1.22429 -1.06816 -3.93964  0.222
H: 0.63689 1.23922 -3.35536  0.403

LUMO (eV): 0.52
Kohn-Sham gap (Ha): 0.32234
SMILES string: COc1cc([C@H]2C(C(=O)N3CCOCC3)=C(C)NC3=C2C(=O)CCC3)ccc1OC(C)=O
HOMO level (eV): -8.2557

<B>
C24H28N2O6 in the gas phase, computed with ωB97M-V with the def2-TZVPD basis set.

Last column: natural (NBO) charge in e.
Cartesian coordinates (Å):
O: 0.37938 -2.20300 0.57376  -0.496
O: -4.03857 -2.18460 0.94442  -0.648
O: -0.84707 -0.25295 2.05864  -0.626
O: -2.36011 0.31895 -0.47675  -0.489
O: -0.76874 -2.05673 -1.35626  -0.600
O: -2.96514 2.04815 0.82219  -0.649
N: -2.13232 -1.78725 3.12282  -0.615
N: -4.18185 -0.13993 1.90447  -0.626
C: 3.95212 -0.81965 -2.57254  0.027
C: 5.23252 -0.39149 -3.22862  -0.423
C: 3.26888 3.37923 -0.45774  -0.422
C: 1.85064 2.90517 -0.33083  0.029
C: -2.12464 1.46284 0.16492  0.829
C: -2.90042 -0.82714 3.88142  -0.234
C: 4.18624 2.51923 0.41404  -0.597
C: 0.26141 -1.94055 -0.73845  0.800
C: 1.61519 -1.37826 -2.72452  -0.149
C: 1.55332 -1.54310 -1.34254  -0.202
C: -3.96715 -0.97226 0.87149  0.653
C: 0.06991 1.44242 -1.03618  -0.098
C: -0.79661 -2.54293 1.27861  -0.192
C: 3.88188 -0.98346 -1.19282  -0.255
C: -3.66516 -0.24626 -0.44781  -0.164
C: -1.25264 -1.38793 2.17076  0.667
C: -0.74850 1.94915 -0.03070  -0.193
C: 1.02503 3.40806 0.66906  -0.233
C: 2.80149 -1.01574 -3.32920  -0.237
C: -4.29205 -0.63002 3.25623  -0.235
C: -0.26382 2.94049 0.81877  -0.131
C: 5.31791 1.13547 -3.28854  -0.593
C: 1.35687 1.92040 -1.17952  -0.249
C: 2.69716 -1.33671 -0.57690  -0.094
H: 4.47520 1.54032 -3.84507  0.206
H: -3.67296 -0.97519 -1.25996  0.230
H: 0.72098 -1.54326 -3.30670  0.236
H: 6.08490 -0.77643 -2.66555  0.210
H: 2.64693 -1.45322 0.49384  0.227
H: -2.55830 -2.69595 3.00890  0.402
H: 5.30257 1.55371 -2.28515  0.205
H: -4.41486 0.53676 -0.61360  0.205
H: -2.99928 -1.17385 4.91312  0.200
H: -0.91024 3.32397 1.59304  0.229
H: -4.81627 -1.58962 3.22043  0.215
H: 3.89736 2.60017 1.45919  0.209
H: 3.34415 4.42190 -0.14277  0.209
H: 5.22112 2.83996 0.31342  0.206
H: 6.23747 1.44492 -3.77965  0.212
H: 3.58996 3.31108 -1.49899  0.208
H: 2.84246 -0.88968 -4.40181  0.214
H: 1.99033 1.52406 -1.96022  0.215
H: -0.31132 0.68325 -1.69996  0.224
H: 5.28105 -0.79417 -4.24217  0.210
H: -0.57544 -3.42671 1.88351  0.205
H: 4.77348 -0.84038 -0.59808  0.213
H: -4.87132 0.08219 3.84551  0.209
H: -1.60380 -2.76771 0.56659  0.256
H: 1.40040 4.17335 1.33353  0.210
H: -3.95374 0.84445 1.76686  0.440
H: -2.34270 0.11247 3.86049  0.232
H: 4.10724 1.47530 0.11971  0.208

LUMO (eV): 0.53
Kohn-Sham gap (Ha): 0.35114
SMILES string: CCc1ccc(C(=O)OCC(=O)NCCNC(=O)COC(=O)c2ccc(CC)cc2)cc1
HOMO level (eV): -9.0211

Order of stability, best first: <B>, <A>

<A>
2 unconnected molecules or ions with the total composition C9H11O3, computed with ωB97M-V with the def2-TZVPD basis set.

Last column: natural (NBO) charge in e.
Cartesian coordinates (Å):
O: -0.50967 -1.59560 1.69407  -0.736
O: -1.86254 2.72906 2.52520  -0.754
O: -1.48467 0.66659 2.54220  -0.809
C: 1.90325 -0.54914 -1.44597  -0.092
C: 0.46342 -1.16926 0.81305  0.324
C: 1.14022 -2.17316 0.13528  -0.278
C: -2.22494 1.60109 2.25250  0.760
C: 1.75489 -1.83940 -1.10877  -0.211
C: 2.37001 -0.07884 -2.79347  -0.625
C: 0.54901 0.19971 0.49166  -0.275
C: 1.34846 0.47152 -0.63500  -0.186
C: -3.37813 1.47507 1.25727  -0.728
H: 2.27998 -2.54720 -1.58137  0.185
H: -0.95529 -0.74426 2.06124  0.526
H: -2.85810 1.64838 0.25288  0.216
H: -4.26564 2.08159 1.39414  0.206
H: 1.27492 1.45608 -1.00711  0.189
H: 1.49712 -0.02874 -3.48773  0.199
H: 1.05917 -3.10274 0.48638  0.200
H: -0.05246 0.98928 0.99268  0.273
H: 2.88637 -0.83683 -3.34394  0.205
H: -3.65882 0.38031 1.29762  0.197
H: 2.72342 0.96647 -2.79282  0.214

LUMO (eV): 3.27
Kohn-Sham gap (Ha): 0.28238
Charge: -1
HOMO level (eV): -4.4137

<B>
2 unconnected molecules or ions with the total composition C9H11O3, computed with ωB97M-V with the def2-TZVPD basis set.

Last column: natural (NBO) charge in e.
Cartesian coordinates (Å):
O: 2.58958 -2.31185 2.75940  -0.696
O: -1.30326 2.40371 -1.07615  -0.811
O: 0.90379 2.67395 -1.41018  -0.792
C: -0.08949 -0.60077 0.96338  -0.165
C: 0.16370 -2.79477 0.08566  -0.190
C: -0.54484 -1.60552 0.10106  -0.043
C: 1.63643 -2.02555 1.79201  0.287
C: 1.18337 -3.06461 1.00310  -0.290
C: -0.29081 3.04875 -1.42814  0.766
C: -1.83824 -1.37222 -0.60469  -0.636
C: -0.52171 4.50348 -1.93897  -0.743
C: 1.04802 -0.76184 1.73529  -0.285
H: -1.40275 4.49553 -2.56868  0.193
H: 3.00527 -1.48291 3.04383  0.473
H: -0.53014 0.38899 0.88279  0.253
H: -2.09602 -0.31784 -0.68887  0.262
H: -2.67923 -1.87919 -0.11861  0.198
H: 0.32201 4.78742 -2.56397  0.197
H: -1.88213 -1.74007 -1.63658  0.205
H: -0.67061 5.10777 -1.04932  0.199
H: -0.01662 -3.47462 -0.73100  0.198
H: 1.63872 -4.04136 1.09367  0.212
H: 1.37495 0.06352 2.35495  0.208

LUMO (eV): 3.06
Kohn-Sham gap (Ha): 0.25866
Charge: -1
HOMO level (eV): -3.9771

Order of stability, best first: <B>, <A>

<A>
2 unconnected molecules or ions with the total composition C2H6O2, computed with ωB97M-V with the def2-TZVPD basis set.

Last column: natural (NBO) charge in e.
Cartesian coordinates (Å):
O: 1.30313 0.59372 0.62567  -0.732
O: -0.10422 -0.98408 -2.15542  -0.950
C: -0.95766 -0.04020 0.88653  -0.468
C: -0.02514 0.90620 0.90156  0.114
H: 0.34756 -0.30562 -1.62922  0.480
H: -2.00090 0.17410 1.02484  0.218
H: 1.60543 -0.01217 1.30532  0.483
H: 0.52246 -1.24048 -2.86457  0.469
H: -0.14152 1.93208 1.21316  0.176
H: -0.54915 -1.02355 0.69212  0.210

LUMO (eV): 0.88
Kohn-Sham gap (Ha): 0.39286
SMILES string: C=CO.O
HOMO level (eV): -9.8109

<B>
C2H6O2 in the gas phase, computed with ωB97M-V with the def2-TZVPD basis set.

Last column: natural (NBO) charge in e.
Cartesian coordinates (Å):
O: 1.53156 0.22944 -0.43786  -0.712
O: -0.82526 1.15050 -0.17650  -0.715
C: 0.60551 -0.48850 0.31665  -0.055
C: -0.75800 -0.27181 -0.30968  -0.113
H: 0.99900 1.00872 -0.69051  0.478
H: -0.44678 1.19871 0.74382  0.456
H: -1.54677 -0.75012 0.27698  0.170
H: 0.97424 -1.51304 0.44977  0.199
H: 0.39133 0.07409 1.34985  0.097
H: -0.83900 -0.57909 -1.36060  0.196

LUMO (eV): 0.95
Kohn-Sham gap (Ha): 0.41458
SMILES string: OCCO
HOMO level (eV): -10.3266

<C>
C2H6O2 in the gas phase, computed with ωB97M-V with the def2-TZVPD basis set.

Last column: natural (NBO) charge in e.
Cartesian coordinates (Å):
O: -0.25435 -0.22142 -1.44245  -0.739
O: -1.05293 -0.52753 1.15047  -0.716
C: 0.29170 -0.29725 0.83727  -0.082
C: 0.40624 0.53385 -0.42933  -0.094
H: -1.44049 -1.00482 0.40437  0.474
H: -0.90762 0.31945 -1.87388  0.476
H: 1.44872 0.71837 -0.73086  0.170
H: 0.73453 0.20038 1.70418  0.182
H: -0.06443 1.51297 -0.27226  0.169
H: 0.83863 -1.23400 0.65249  0.160

LUMO (eV): 0.86
Kohn-Sham gap (Ha): 0.40706
SMILES string: OCCO
HOMO level (eV): -10.2132

<D>
2 unconnected molecules or ions with the total composition C2H6O2, computed with ωB97M-V with the def2-TZVPD basis set.

Last column: natural (NBO) charge in e.
Cartesian coordinates (Å):
O: -1.50814 0.99977 0.10501  -0.563
O: -1.98200 -0.61663 1.60724  -0.689
C: -1.82504 0.66702 1.20560  0.646
C: 1.92437 -0.25164 -1.14595  -0.851
H: -1.95331 1.33242 2.06499  0.114
H: 1.44766 0.24105 -1.99405  0.214
H: 1.25943 -0.09567 -0.29991  0.215
H: -2.21094 -1.13332 0.82142  0.492
H: 2.90878 0.17401 -0.99954  0.212
H: 1.93918 -1.31703 -1.36480  0.209

LUMO (eV): 0.80
Kohn-Sham gap (Ha): 0.43859
SMILES string: O=CO.C
HOMO level (eV): -11.1392

Order of stability, best first: <D>, <C>, <A>, <B>

<A>
2 unconnected molecules or ions with the total composition C2H6O2, computed with ωB97M-V with the def2-TZVPD basis set.

Last column: natural (NBO) charge in e.
Cartesian coordinates (Å):
O: 1.50931 -1.39911 -0.54535  -0.362
O: -0.99723 0.90248 1.41528  -0.892
C: 0.26456 0.46084 -0.55011  -0.440
C: 0.34147 -1.12066 -0.24638  -0.009
H: -0.75178 0.68533 -0.88197  0.261
H: 1.00326 0.79693 -1.28633  0.233
H: 0.43810 0.85324 0.49869  0.349
H: -1.38569 1.67104 1.86960  0.442
H: -0.41644 -1.45825 -1.01272  0.237
H: -0.00556 -1.39184 0.73930  0.181

LUMO (eV): -3.71
Kohn-Sham gap (Ha): 0.20076
HOMO level (eV): -9.1745

<B>
C2H6O2 in the gas phase, computed with ωB97M-V with the def2-TZVPD basis set.

Last column: natural (NBO) charge in e.
Cartesian coordinates (Å):
O: 0.92933 0.63119 -0.98227  -0.735
O: -1.54167 0.66347 0.04905  -0.696
C: -0.57948 -0.15135 0.64408  -0.082
C: 0.47107 -0.50042 -0.34932  -0.082
H: 1.23255 -1.08027 0.18537  0.156
H: 0.20354 -1.32549 -1.06669  0.182
H: -1.21566 1.24714 -0.47263  0.459
H: -0.17913 0.20416 1.50975  0.146
H: -1.03616 -0.93720 0.92386  0.170
H: 1.71560 1.24878 -0.44120  0.481

LUMO (eV): 0.58
Kohn-Sham gap (Ha): 0.39629
SMILES string: OCCO
HOMO level (eV): -10.2021

Order of stability, best first: <B>, <A>

<A>
2 unconnected molecules or ions with the total composition C4H9O2S, computed with ωB97M-V with the def2-TZVPD basis set.

Last column: natural (NBO) charge in e.
Cartesian coordinates (Å):
S: 1.42558 0.59016 0.10708  1.492
O: 0.70819 1.44471 -0.96409  -1.028
O: 2.61514 1.28171 0.59111  -1.030
C: -1.47049 -0.74238 0.15159  0.020
C: -1.27589 -0.47470 1.62244  -0.745
C: 2.10217 -0.83913 -1.01274  -0.848
C: -1.82483 0.44526 -0.56050  -0.840
H: 1.67922 -0.92912 -1.95066  0.207
H: 3.05246 -0.46599 -1.21571  0.202
H: -0.63062 0.77520 -0.83502  0.407
H: -1.28289 0.62551 1.95651  0.168
H: -2.33166 -0.71874 2.00126  0.218
H: -2.42416 0.45512 -1.41395  0.198
H: -0.47242 -1.03786 2.08405  0.216
H: 2.21558 -1.74859 -0.47308  0.194
H: -2.08536 1.33885 -0.08831  0.170

LUMO (eV): 4.05
Kohn-Sham gap (Ha): 0.28701
Charge: -1
HOMO level (eV): -3.7609

<B>
2 unconnected molecules or ions with the total composition C4H9O2S, computed with ωB97M-V with the def2-TZVPD basis set.

Last column: natural (NBO) charge in e.
Cartesian coordinates (Å):
S: 2.44342 1.64360 -0.10486  0.094
O: -0.10923 -1.02474 0.98061  -0.808
O: -0.98476 -0.28849 -0.97645  -0.774
C: 1.96936 0.19601 -1.10118  -0.732
C: -1.02059 -0.88778 0.11187  0.769
C: -2.33711 -1.70644 0.38513  -0.736
C: 0.81664 1.93006 0.68108  -0.745
H: -2.12036 -2.75772 0.65938  0.196
H: 0.05987 2.28225 0.01183  0.208
H: 0.40739 1.00978 1.11681  0.275
H: 2.85245 -0.33994 -1.24727  0.187
H: 1.24134 -0.39772 -0.55143  0.289
H: 1.02180 2.72619 1.42572  0.189
H: -2.89417 -1.27227 1.25182  0.194
H: -2.95428 -1.68559 -0.52938  0.197
H: 1.60822 0.57280 -2.11367  0.199

LUMO (eV): 3.49
Kohn-Sham gap (Ha): 0.28491
Charge: -1
HOMO level (eV): -4.2598

Order of stability, best first: <B>, <A>